(1)
A 10-piece molecular cluster, C15H36Cl6N6O15 overall at a distorted geometry. Source: the Open Molecules 2025 dataset; level of theory: wB97M-V/def2-TZVPD.

The maximum force comes out at 3.65 eV/Å. The calculation puts the HOMO energy at -10.5 eV. Its SMILES is C[N+](=O)[O-].C[N+](=O)[O-].C[N+](=O)[O-].C[N+](=O)[O-].C[N+](=O)[O-].C[N+](=O)[O-].COC(=O)OC.ClCCCl.ClCCCl.ClCCCl.

```
! RIJCOSX wB97M-V def2-TZVPD def2/J DEFGRID3
* xyz 0 1
Cl 11.96 -15.60 -3.03
C 12.17 -14.05 -2.15
C 13.12 -13.16 -2.98
Cl 12.42 -12.59 -4.58
H 12.54 -14.36 -1.17
H 11.22 -13.57 -1.91
H 14.09 -13.65 -3.05
H 13.29 -12.25 -2.40
Cl 16.68 -13.06 -5.01
C 15.63 -12.72 -6.36
C 16.24 -13.46 -7.58
Cl 17.71 -12.70 -8.22
H 15.60 -11.65 -6.58
H 14.63 -13.07 -6.10
H 15.65 -13.45 -8.50
H 16.49 -14.49 -7.32
Cl 7.04 -14.61 0.82
C 8.25 -15.16 -0.41
C 9.54 -15.54 0.34
Cl 10.22 -14.04 0.94
H 8.48 -14.53 -1.27
H 7.78 -15.99 -0.94
H 10.19 -16.17 -0.26
H 9.18 -16.05 1.23
C 11.76 -15.34 -6.58
N 12.53 -16.18 -7.55
O 13.74 -15.95 -7.67
O 11.91 -17.03 -8.19
H 10.92 -14.95 -7.15
H 12.39 -14.52 -6.25
H 11.35 -15.96 -5.79
C 11.91 -10.91 -7.76
N 12.53 -11.85 -8.80
O 13.69 -11.69 -9.15
O 11.84 -12.72 -9.22
H 10.83 -11.04 -7.86
H 12.16 -9.92 -8.12
H 12.21 -11.13 -6.73
C 11.35 -19.01 -3.43
N 12.09 -20.28 -3.09
O 13.27 -20.04 -2.80
O 11.64 -21.36 -3.25
H 11.57 -18.76 -4.46
H 11.67 -18.17 -2.81
H 10.27 -19.14 -3.42
C 13.62 -18.02 -0.49
N 13.95 -16.88 0.42
O 15.01 -16.80 0.93
O 13.15 -15.97 0.57
H 12.56 -18.26 -0.58
H 14.17 -18.90 -0.16
H 13.97 -17.75 -1.48
C 7.08 -12.19 -3.67
N 8.19 -13.16 -3.94
O 9.27 -13.06 -3.40
O 7.78 -14.12 -4.62
H 6.45 -12.06 -4.54
H 7.54 -11.27 -3.30
H 6.64 -12.60 -2.76
C 14.42 -9.33 -4.03
N 13.12 -8.65 -4.30
O 12.90 -7.57 -3.81
O 12.32 -9.25 -5.03
H 15.20 -8.57 -3.92
H 14.63 -9.89 -4.93
H 14.26 -9.82 -3.07
C 16.95 -15.54 -2.60
O 16.38 -16.63 -1.93
C 17.01 -17.79 -1.99
O 18.08 -17.98 -2.59
O 16.24 -18.74 -1.33
C 16.67 -20.14 -1.16
H 16.41 -14.63 -2.34
H 16.92 -15.68 -3.68
H 18.02 -15.48 -2.41
H 17.65 -20.19 -0.69
H 17.00 -20.56 -2.12
H 15.82 -20.69 -0.76
*
```

These are the Löwdin partial charges, in e, on atoms 1 to 4:
1. Cl 0.6145
2. C -0.5969
3. C -0.5396
4. Cl 0.6108


(2)
A 3-piece molecular cluster, C3H10O3 overall at a distorted geometry. Source: the Open Molecules 2025 dataset; level of theory: wB97M-V/def2-TZVPD.

The maximum force comes out at 1.05 eV/Å. The calculation puts the HOMO energy at -9.0 eV. Its SMILES is C=C(C)O.O.O.

```
! RIJCOSX wB97M-V def2-TZVPD def2/J DEFGRID3
* xyz 0 1
C -2.10 -0.76 -0.10
C -0.94 -0.50 0.50
O 0.05 -1.44 0.50
C -0.67 0.70 1.35
H -2.86 0.00 -0.05
H -2.27 -1.68 -0.64
H 0.90 -0.99 0.36
H -1.52 1.34 1.50
H -0.25 0.39 2.31
H 0.11 1.34 0.89
H -0.05 0.21 -1.56
H 0.76 0.53 -2.80
O 0.68 0.76 -1.87
H 2.14 0.35 -0.59
H 3.49 -0.08 0.07
O 2.54 -0.16 0.14
*
```

These are the natural (NBO) partial charges, in e, on atoms 1 to 4:
1. C -0.5170
2. C 0.3021
3. O -0.7137
4. C -0.6810


(3)
A 7-piece molecular cluster, C39H100N7O13 overall at a distorted geometry. Source: the Open Molecules 2025 dataset; level of theory: wB97M-V/def2-TZVPD.

The maximum force comes out at 3.93 eV/Å. The calculation puts the HOMO energy (alpha / beta) at -20.0 / -20.0 eV.

```
! RIJCOSX wB97M-V def2-TZVPD def2/J DEFGRID3
* xyz 6 2
N -41.62 11.76 3.21
O -40.67 11.41 2.52
O -41.50 12.03 4.38
O -42.72 11.79 2.68
C -41.18 16.50 3.57
O -39.99 15.80 3.09
C -38.88 16.50 2.49
C -37.91 15.66 1.66
N -38.52 14.88 0.46
H -39.10 15.45 -0.14
H -37.74 14.58 -0.11
C -39.24 13.53 0.75
C -39.84 13.13 -0.58
O -38.83 13.10 -1.67
C -37.94 11.99 -1.75
H -40.87 17.07 4.45
H -41.92 15.77 3.90
H -41.68 17.09 2.81
H -38.40 17.03 3.31
H -39.35 17.27 1.88
H -37.22 14.98 2.15
H -37.27 16.40 1.16
H -39.91 13.76 1.58
H -38.43 12.86 1.04
H -40.63 13.78 -0.97
H -40.28 12.14 -0.46
H -37.35 11.82 -0.84
H -37.34 12.21 -2.63
H -38.52 11.12 -2.05
C -42.45 14.32 6.39
O -42.63 14.78 7.72
C -42.10 16.15 7.97
C -42.42 16.53 9.41
N -43.90 16.94 9.63
H -44.31 17.25 8.76
H -44.46 16.11 9.74
C -44.19 17.99 10.75
C -44.05 17.37 12.16
O -42.82 16.84 12.38
C -42.67 16.22 13.72
H -42.96 14.99 5.68
H -42.97 13.39 6.17
H -41.39 14.22 6.17
H -42.55 16.87 7.29
H -41.02 16.12 7.82
H -41.74 17.34 9.68
H -42.03 15.78 10.10
H -45.24 18.31 10.70
H -43.48 18.81 10.77
H -44.85 16.63 12.17
H -44.27 18.19 12.84
H -42.87 16.95 14.50
H -41.61 15.96 13.74
H -43.35 15.38 13.82
C -43.29 11.72 -1.42
O -43.80 12.41 -0.30
C -43.99 13.83 -0.42
C -44.03 14.40 0.98
N -44.88 13.60 2.01
H -45.81 13.47 1.66
H -44.49 12.68 2.17
C -44.92 14.29 3.40
C -45.35 13.20 4.44
O -46.41 12.36 4.03
C -47.75 12.88 3.99
H -42.39 12.26 -1.74
H -44.01 11.64 -2.24
H -43.10 10.72 -1.03
H -44.96 14.08 -0.84
H -43.18 14.29 -1.00
H -44.31 15.46 1.03
H -43.06 14.33 1.47
H -45.53 15.20 3.47
H -43.87 14.56 3.51
H -45.73 13.76 5.30
H -44.40 12.71 4.64
H -47.91 13.88 3.59
H -48.19 12.84 4.99
H -48.21 12.11 3.37
C -33.11 11.80 3.52
O -32.39 12.69 4.42
C -32.46 13.98 3.88
C -33.83 14.69 3.77
N -34.59 14.50 5.05
H -34.95 13.55 5.09
H -33.97 14.66 5.83
C -35.87 15.39 5.00
C -37.05 14.46 5.27
O -37.18 13.51 4.34
C -38.34 12.70 4.48
H -33.96 12.24 2.99
H -33.51 10.89 3.98
H -32.50 11.52 2.66
H -32.12 13.79 2.85
H -31.70 14.60 4.35
H -34.38 14.26 2.94
H -33.74 15.76 3.58
H -35.98 15.83 4.01
H -35.70 16.17 5.74
H -37.89 15.15 5.33
H -36.90 14.06 6.28
H -38.28 12.17 3.53
H -39.28 13.23 4.65
H -38.24 11.97 5.28
C -41.26 14.36 -3.78
O -41.27 12.91 -4.10
C -40.63 12.57 -5.29
C -40.68 11.00 -5.28
N -39.91 10.48 -4.05
H -38.94 10.71 -4.23
H -40.07 10.98 -3.19
C -40.06 8.95 -3.96
C -40.09 8.65 -2.46
O -40.72 9.74 -1.64
C -41.00 9.37 -0.28
H -41.57 14.99 -4.61
H -40.35 14.83 -3.42
H -41.95 14.52 -2.95
H -39.62 12.98 -5.24
H -41.24 12.76 -6.18
H -40.33 10.44 -6.15
H -41.70 10.64 -5.16
H -39.18 8.55 -4.46
H -40.98 8.65 -4.47
H -39.10 8.44 -2.06
H -40.55 7.67 -2.36
H -40.11 8.99 0.23
H -41.82 8.65 -0.21
H -41.38 10.29 0.16
C -43.22 11.24 8.71
C -42.79 10.00 7.92
C -41.28 10.02 7.44
N -40.64 8.68 7.13
C -39.34 9.09 6.49
C -38.67 7.92 5.83
C -39.56 7.13 4.86
C -40.95 6.70 5.45
C -41.61 7.80 6.25
C -40.46 7.91 8.47
H -44.31 11.28 8.81
H -42.88 12.12 8.18
H -42.70 11.29 9.66
H -43.51 9.81 7.13
H -42.89 9.19 8.64
H -40.66 10.46 8.22
H -41.30 10.69 6.58
H -39.51 9.88 5.76
H -38.73 9.57 7.26
H -37.74 8.17 5.32
H -38.42 7.25 6.65
H -39.86 7.86 4.10
H -39.03 6.34 4.34
H -41.54 6.38 4.59
H -40.52 5.92 6.08
H -41.74 8.58 5.50
H -42.47 7.45 6.82
H -41.43 7.69 8.93
H -39.92 8.57 9.15
H -39.93 6.98 8.27
*
```

These are the Löwdin partial charges, in e, on atoms 1 to 4:
1. N -0.5393
2. O 0.2071
3. O 0.1852
4. O 0.2232


(4)
A 7-piece molecular cluster, C14H24BNO28S5 overall at a distorted geometry. Source: the Open Molecules 2025 dataset; level of theory: wB97M-V/def2-TZVPD.

The maximum force comes out at 5.19 eV/Å. The calculation puts the HOMO energy at -8.4 eV.

```
! RIJCOSX wB97M-V def2-TZVPD def2/J DEFGRID3
* xyz 0 1
N -1.54 -0.63 -0.29
H -1.85 -0.27 -1.19
H -1.65 -1.63 -0.27
H -2.25 -0.38 0.38
H -0.62 -0.25 -0.13
O -11.12 -7.23 0.82
C -10.12 -6.70 1.36
O -10.06 -5.59 2.14
B -8.63 -5.23 2.40
O -7.88 -6.36 1.80
C -8.68 -7.15 1.07
O -8.29 -8.08 0.35
O -8.33 -3.90 1.79
C -7.67 -3.23 2.60
O -6.97 -2.25 2.39
C -7.83 -3.88 4.04
O -8.40 -5.03 3.85
O -7.36 -3.39 5.08
C -4.79 5.53 -6.06
C -6.04 5.17 -5.29
O -6.23 3.75 -5.40
S -5.12 3.05 -6.43
O -5.70 2.31 -7.58
O -4.08 2.40 -5.64
O -4.53 4.48 -7.00
H -3.92 5.74 -5.43
H -4.95 6.46 -6.61
H -6.96 5.55 -5.73
H -5.96 5.48 -4.25
C 0.88 5.29 5.28
C 0.79 3.73 5.31
O -0.17 3.48 4.29
S -1.38 4.64 4.19
O -2.28 4.44 5.35
O -1.90 4.87 2.83
O -0.29 5.84 4.59
H 1.66 5.60 4.59
H 1.06 5.71 6.27
H 0.23 3.42 6.19
H 1.74 3.21 5.16
C 5.65 -3.45 6.76
C 6.37 -2.16 6.20
O 5.91 -1.86 4.90
S 5.23 -3.28 4.30
O 6.25 -4.19 3.87
O 4.16 -2.97 3.35
O 4.66 -3.69 5.79
H 5.16 -3.26 7.72
H 6.35 -4.28 6.86
H 7.38 -2.42 5.91
H 6.29 -1.24 6.77
C 7.53 3.38 -0.15
C 7.90 3.52 -1.67
O 6.66 3.55 -2.30
S 5.35 3.64 -1.27
O 4.78 2.32 -1.03
O 4.47 4.74 -1.66
O 6.34 4.12 -0.09
H 8.23 3.67 0.64
H 7.32 2.32 0.02
H 8.59 2.74 -1.98
H 8.38 4.46 -1.92
C 3.63 -3.15 -7.31
C 3.40 -2.04 -6.27
O 3.83 -2.65 -5.11
S 3.39 -4.19 -5.02
O 2.05 -4.24 -4.50
O 4.55 -4.94 -4.48
O 3.32 -4.37 -6.69
H 4.68 -3.29 -7.57
H 3.06 -2.79 -8.17
H 2.34 -1.79 -6.17
H 4.00 -1.19 -6.59
*
```

These are the Löwdin partial charges, in e, on atoms 1 to 4:
1. N 0.3542
2. H 0.1584
3. H 0.1630
4. H 0.1619


(5)
C41H36BiN3OPSSe as an isolated structure. Source: the Open Molecules 2025 dataset; level of theory: wB97M-V/def2-TZVPD.

The maximum force comes out at 0.65 eV/Å. The calculation puts the HOMO energy at -4.3 eV.

```
! RIJCOSX wB97M-V def2-TZVPD def2/J DEFGRID3
* xyz -1 1
Bi -0.78 -0.66 0.35
C 0.47 1.79 6.11
C -0.36 0.54 5.98
C -0.90 -0.01 7.14
C -1.63 -1.19 7.13
C -1.83 -1.86 5.93
C -1.32 -1.32 4.76
C -0.59 -0.13 4.76
P -0.06 0.38 3.07
C -0.24 2.20 3.09
C -1.58 2.56 3.23
C -1.98 3.88 3.33
C -1.01 4.87 3.29
C 0.32 4.53 3.11
C 0.73 3.21 2.99
C 2.20 2.93 2.78
C 1.67 -0.17 2.96
C 2.41 -0.54 4.08
C 3.65 -1.14 3.94
C 4.16 -1.38 2.67
C 3.42 -1.01 1.55
C 2.18 -0.40 1.66
C 1.42 0.00 0.45
H 0.81 1.91 7.14
H -0.11 2.68 5.84
H 1.34 1.76 5.46
H -0.73 0.50 8.08
H -2.03 -1.59 8.05
H -2.40 -2.78 5.90
H -1.49 -1.83 3.82
H -2.33 1.77 3.26
H -3.03 4.13 3.43
H -1.30 5.92 3.36
H 1.06 5.32 3.05
H 2.77 3.85 2.89
H 2.38 2.54 1.78
H 2.58 2.19 3.48
H 2.00 -0.38 5.07
H 4.22 -1.44 4.82
H 5.12 -1.87 2.55
H 3.83 -1.21 0.56
H 1.89 -0.35 -0.47
H 1.28 1.08 0.38
O -0.41 -1.68 -1.58
C -0.98 -1.27 -2.70
C -0.21 -1.25 -3.87
C -0.73 -0.82 -5.08
C -2.05 -0.40 -5.16
C -2.83 -0.41 -4.02
C -2.33 -0.86 -2.80
C -3.19 -0.80 -1.60
N -3.57 -1.81 -0.84
C -4.28 -1.24 0.19
C -4.32 0.12 0.05
N -3.63 0.38 -1.10
H 0.82 -1.58 -3.79
H -0.09 -0.81 -5.96
H -2.46 -0.05 -6.10
H -3.86 -0.08 -4.07
H -4.70 -1.85 0.97
H -4.75 0.90 0.65
H -3.32 1.29 -1.42
Se -1.27 2.31 -1.01
C -0.79 4.15 -0.94
C 0.53 4.58 -1.08
C 0.80 5.94 -1.02
N -0.11 6.89 -0.84
C -1.38 6.47 -0.73
C -1.76 5.14 -0.78
H 1.33 3.87 -1.22
H 1.83 6.29 -1.12
H -2.12 7.25 -0.59
H -2.80 4.86 -0.68
S -0.40 -2.86 1.57
C -0.10 -3.97 0.21
C -1.15 -4.67 -0.37
C -0.89 -5.57 -1.40
C 0.41 -5.76 -1.86
C 1.45 -5.04 -1.29
C 1.20 -4.14 -0.26
H -2.16 -4.50 -0.03
H -1.71 -6.11 -1.85
H 0.60 -6.46 -2.66
H 2.46 -5.17 -1.65
H 2.00 -3.57 0.19
*
```

These are the Löwdin partial charges, in e, on atoms 1 to 4:
1. Bi 1.3859
2. C -0.0390
3. C -0.2617
4. C -0.0593


| no. | molecular weight (g/mol) |
| --- | --- |
| 1 | 753.198 |
| 2 | 94.110 |
| 3 | 875.265 |
| 4 | 825.472 |
| 5 | 937.740 |